# 1
{"formula": "C16H32BrFN4O6", "method": "ωB97M-V with the def2-TZVPD basis set", "species": ["O", "C", "C", "C", "Br", "C", "F", "O", "H", "H", "H", "H", "C", "N", "C", "C", "O", "H", "H", "H", "H", "H", "H", "H", "C", "N", "C", "C", "O", "H", "H", "H", "H", "H", "H", "H", "C", "N", "C", "C", "O", "H", "H", "H", "H", "H", "H", "H", "C", "N", "C", "C", "O", "H", "H", "H", "H", "H", "H", "H"], "positions_angstrom": [[-1.26633, 3.14082, -1.24946], [-0.74162, 2.24431, -0.69296], [-1.10399, 0.80199, -0.47318], [-0.49040, 0.50295, 0.89865], [-1.71010, 0.82459, 2.35499], [0.68019, 1.51748, 0.97758], [1.89823, 0.88872, 0.75527], [0.46926, 2.47774, -0.04006], [-2.17606, 0.59430, -0.58580], [-0.51567, 0.24125, -1.22094], [-0.12679, -0.52694, 0.98852], [0.77128, 2.04809, 1.94260], [-1.43506, -0.38360, 6.93870], [-2.17730, 0.39799, 5.97870], [-3.13233, 1.33878, 6.20829], [-3.48794, 1.63697, 7.64914], [-3.67450, 1.91417, 5.28107], [-0.36178, -0.19907, 6.86154], [-1.60768, -1.45323, 6.80405], [-1.74638, -0.12107, 7.94606], [-1.98684, 0.25921, 4.99756], [-4.25754, 2.40328, 7.64360], [-3.86624, 0.74863, 8.15672], [-2.62191, 1.99859, 8.20512], [1.51391, 3.86445, -2.80296], [2.68256, 3.20399, -2.26080], [3.92550, 3.11413, -2.79664], [4.16165, 3.80959, -4.12242], [4.81610, 2.49443, -2.23828], [1.14019, 4.64067, -2.13531], [0.70227, 3.15140, -2.95977], [1.75122, 4.31717, -3.76172], [2.57544, 2.73861, -1.37048], [5.19659, 3.63655, -4.40287], [3.50453, 3.41814, -4.90037], [3.98198, 4.88255, -4.04480], [2.80597, -0.42155, -5.02637], [1.86967, -0.53895, -3.92870], [0.92754, -1.48430, -3.73095], [0.80311, -2.58560, -4.75816], [0.19999, -1.43986, -2.74307], [3.83568, -0.46677, -4.67102], [2.66745, 0.51747, -5.56313], [2.65410, -1.23626, -5.72831], [1.91051, 0.16003, -3.20056], [-0.00223, -3.24637, -4.45020], [0.56757, -2.17981, -5.74254], [1.72879, -3.15501, -4.84227], [-1.15045, -5.25144, -0.46326], [-1.40005, -3.83422, -0.39562], [-2.00560, -3.14409, 0.59834], [-2.46733, -3.90973, 1.81708], [-2.15612, -1.92957, 0.50961], [-0.08041, -5.46839, -0.51067], [-1.62826, -5.70244, -1.33605], [-1.54938, -5.74306, 0.42114], [-1.06176, -3.23319, -1.14827], [-2.91823, -3.19612, 2.50154], [-3.20360, -4.66975, 1.55290], [-1.63143, -4.40868, 2.30920]], "forces_ev_per_a": [[-0.5564, 0.2991, -0.7744], [0.5192, -0.2247, 0.8363], [0.0309, -0.1310, 0.0564], [0.5283, -0.1334, -0.4641], [-0.2122, 0.1924, 0.0623], [0.1548, 0.2041, 0.1812], [-0.5222, 0.1725, -0.1926], [0.0695, -0.4153, 0.5617], [0.5170, 0.0255, 0.1102], [-0.3983, -0.0657, 0.0920], [-0.1862, 0.4324, 0.0013], [-0.0623, -0.3359, -0.4637], [-0.0032, 0.0151, 0.0996], [-0.0204, -0.0097, -0.1047], [0.0192, -0.0213, 0.0743], [-0.0283, 0.0280, -0.0321], [0.0069, -0.0033, -0.0124], [-0.0036, 0.0273, -0.0157], [-0.0280, 0.0031, -0.0176], [0.0259, -0.0238, -0.0003], [0.0636, -0.0474, 0.0253], [0.0171, -0.0178, 0.0127], [-0.0062, -0.0017, -0.0102], [0.0029, 0.0050, -0.0117], [-0.0508, -0.0238, -0.1288], [-0.0505, -0.1435, 0.1153], [-0.0054, 0.0545, -0.0995], [0.0447, -0.0135, 0.0247], [-0.0177, -0.0328, -0.0070], [0.0473, -0.0129, 0.0304], [0.0227, 0.0539, -0.0297], [0.0038, 0.0204, 0.0229], [0.0199, 0.0326, 0.0158], [-0.0217, 0.0094, -0.0031], [-0.0008, -0.0052, -0.0054], [-0.0002, -0.0046, 0.0067], [0.0251, -0.0787, -0.0250], [0.0875, 0.1838, 0.0023], [-0.1261, -0.0027, 0.1718], [-0.0616, 0.0063, -0.0012], [-0.0003, -0.1418, -0.0255], [0.0025, 0.0073, 0.0344], [-0.0299, 0.0202, -0.0035], [0.0209, 0.0248, -0.0160], [0.0388, -0.0283, 0.0002], [0.0299, 0.0195, 0.0193], [0.0078, 0.0123, -0.0018], [0.0132, -0.0062, 0.0119], [0.0657, -0.2158, 0.0262], [0.1644, 0.4250, -0.3591], [-0.0096, 0.3470, -0.0067], [-0.0806, 0.0495, 0.0004], [0.0443, -0.3606, 0.0751], [-0.0239, 0.0319, 0.0066], [-0.0069, 0.0521, 0.0099], [0.0252, 0.0162, -0.0505], [-0.1176, -0.2531, 0.1952], [0.0139, -0.0299, -0.0217], [-0.0103, 0.0053, 0.0062], [0.0086, 0.0077, -0.0043]], "lowdin_charge": [0.158, -0.462, -0.101, -0.613, 0.839, -0.362, 0.026, 0.042, 0.133, 0.118, 0.096, 0.145, -0.082, 0.003, -0.552, -0.013, 0.024, 0.083, 0.082, 0.069, 0.048, 0.081, 0.082, 0.082, -0.075, 0.019, -0.561, -0.014, 0.026, 0.090, 0.073, 0.072, 0.119, 0.080, 0.073, 0.083, -0.067, 0.022, -0.537, -0.007, 0.016, 0.090, 0.081, 0.071, 0.137, 0.080, 0.086, 0.086, -0.082, 0.017, -0.527, -0.006, 0.004, 0.084, 0.083, 0.070, 0.133, 0.083, 0.083, 0.084], "charge": 0, "lumo_energy_ev": 0.512, "smiles": "O=C1C[C@H](Br)[C@@H](F)O1.CNC(C)=O.CNC(C)=O.CNC(C)=O.CNC(C)=O", "orbital_gap_ha": 0.3623}

***

# 2
{"formula": "C2H8O2", "method": "ωB97M-V with the def2-TZVPD basis set", "species": ["C", "O", "H", "H", "H", "H", "C", "O", "H", "H", "H", "H"], "positions_angstrom": [[2.58477, -1.00158, 1.58191], [1.81973, 0.19250, 1.70457], [2.36760, -1.63679, 2.44066], [2.44617, -1.65031, 0.71701], [3.61562, -0.64964, 1.62169], [1.87593, 0.72240, 0.90604], [-2.38767, 0.77580, -1.15582], [-2.18793, 0.32665, -2.42636], [-3.27508, 0.26891, -0.77679], [-1.55087, 0.36004, -0.59456], [-2.36334, 1.85597, -1.01180], [-2.94492, 0.43606, -3.00655]], "forces_ev_per_a": [[0.6726, 0.5335, 0.4975], [-0.8450, -0.4161, -0.1289], [0.0348, 0.2823, 0.1400], [-0.3746, 0.4565, -0.4128], [0.3736, -0.7061, -0.0088], [0.1295, -0.1483, -0.0958], [-0.0095, -0.6982, 1.6144], [0.7664, -0.3877, -2.5993], [-0.3118, 0.6018, 0.5953], [0.0300, 0.1669, 0.2918], [-0.3750, 0.1349, -0.1465], [-0.0911, 0.1806, 0.2531]], "lowdin_charge": [-0.165, -0.128, 0.077, 0.073, 0.073, 0.070, -0.207, -0.111, 0.081, 0.078, 0.078, 0.082], "charge": 0, "relative_energy_kj_mol": 99.9, "lumo_energy_ev": 0.854, "smiles": "CO.CO", "orbital_gap_ha": 0.4128}

***

no.,molar mass (g/mol)
1,475.36
2,64.08